# C25H21ClN2O2Pb

A molecular structure, C25H21ClN2O2Pb at a distorted geometry (wB97M-V/def2-TZVPD, OMol25).

Last column: natural (NBO) charge in e.
Positions of all 52 atoms, in Å:
1 C -2.25044 2.60570 0.95925  -0.34
2 C -2.53677 3.34275 -0.23564  -0.42
3 C -1.28758 3.63919 -0.89284  -0.42
4 H -3.54372 3.56888 -0.61840  0.21
5 C -0.23782 3.07761 -0.09301  -0.37
6 C -0.84349 2.46620 1.05016  -0.35
7 H -0.32507 1.98934 1.87886  0.21
8 H -2.96440 2.21256 1.70062  0.21
9 H -1.15847 4.09785 -1.88997  0.22
10 H 0.84145 3.08405 -0.32666  0.22
11 Pb -1.56975 0.83081 -1.57433  1.44
12 Cl -2.37127 -0.93687 0.40449  -0.79
13 C -2.49561 0.72632 -6.30218  -0.37
14 C -1.31478 1.51612 -6.50635  -0.37
15 C -1.69439 2.89973 -6.46837  -0.37
16 H -0.30605 1.13207 -6.68376  0.18
17 C -3.11018 2.96512 -6.24172  -0.37
18 C -3.60545 1.62207 -6.13917  -0.37
19 H -4.64951 1.33303 -5.98741  0.17
20 H -2.54539 -0.36632 -6.29735  0.18
21 H -1.02690 3.75476 -6.61081  0.17
22 H -3.70936 3.87852 -6.18082  0.17
23 O 0.04724 -1.67500 -2.02384  -0.68
24 C 0.59434 -1.26381 -0.98093  0.78
25 N 1.41514 -1.95082 -0.12629  -0.65
26 C 1.42606 -1.31563 1.19645  -0.06
27 C 1.20813 0.12208 0.71830  0.71
28 O 1.66728 1.12835 1.27429  -0.62
29 N 0.52929 0.01305 -0.48377  -0.80
30 C 0.21351 -1.79558 2.05311  0.01
31 C -0.34712 -0.91162 2.98452  -0.20
32 C -1.43558 -1.32331 3.75352  -0.20
33 C -1.94421 -2.61400 3.61113  -0.22
34 C -1.36858 -3.49835 2.70407  -0.23
35 C -0.28085 -3.10236 1.92125  -0.15
36 C 2.74982 -1.44747 1.98673  -0.01
37 C 2.75705 -1.86049 3.31878  -0.21
38 C 3.94067 -1.91536 4.05062  -0.22
39 C 5.15267 -1.55696 3.45391  -0.23
40 C 5.15680 -1.13984 2.11981  -0.24
41 C 3.96236 -1.07568 1.38330  -0.12
42 H 1.57062 -2.93886 -0.28948  0.39
43 H 0.07235 0.10474 3.09328  0.24
44 H -1.87906 -0.61649 4.45167  0.21
45 H -2.80509 -2.93560 4.21687  0.20
46 H -1.74538 -4.51303 2.57519  0.20
47 H 0.17316 -3.78583 1.18661  0.20
48 H 1.80448 -2.13801 3.78801  0.23
49 H 3.88702 -2.24325 5.08163  0.20
50 H 6.07917 -1.60880 4.04346  0.20
51 H 6.10695 -0.85609 1.65302  0.20
52 H 3.99669 -0.72547 0.34019  0.22

charge	-2
max |F|	2.05	eV/Å
relative energy (zero: lowest compared OMol25 entry of this formula, charge and spin)	0.0000	eV
E_LUMO	0.153	Eh


# C25H21GeIrN3O2S2

A molecular structure, C25H21GeIrN3O2S2 (wB97M-V/def2-TZVPD, OMol25).

Last column: natural (NBO) charge in e.
Positions of all 55 atoms, in Å:
1 Ir -0.24255 -0.82787 0.50059  0.70
2 N 0.88538 -0.83675 2.23562  -0.71
3 C 2.17108 -0.08399 2.27783  -0.22
4 C 3.18145 -0.72520 1.35605  -0.54
5 C 2.83638 -0.59264 -0.11394  0.80
6 O 3.68921 -0.52576 -0.95463  -0.55
7 O 1.53984 -0.57051 -0.43452  -0.83
8 H 0.25880 -0.47009 2.95114  0.42
9 H 1.06437 -1.80916 2.48715  0.41
10 H 2.53303 -0.08360 3.30659  0.23
11 H 1.95791 0.94398 1.98696  0.22
12 H 3.27782 -1.79235 1.58397  0.24
13 H 4.16788 -0.28968 1.49856  0.27
14 S -2.34151 -1.51588 0.49834  0.17
15 C -2.90280 0.13118 0.65469  -0.25
16 S -1.45933 1.00904 1.02917  0.16
17 C -4.14215 0.60125 0.40008  -0.30
18 C -5.18076 -0.29944 -0.00254  0.26
19 N -5.97763 -1.05336 -0.34367  -0.23
20 C -4.41879 2.00317 0.46757  0.25
21 N -4.63614 3.13067 0.50618  -0.22
22 C 1.15430 -4.37846 -3.82331  -0.15
23 C 2.11250 -3.43165 -3.48203  -0.21
24 C 1.72835 -2.19732 -2.98642  -0.18
25 C 0.37077 -1.89860 -2.83509  -0.57
26 C -0.58807 -2.85232 -3.19443  -0.12
27 C -0.19531 -4.08916 -3.68247  -0.23
28 Ge -0.13146 -0.13722 -2.27280  1.72
29 C -1.96072 0.47598 -2.47711  -0.45
30 C -2.10281 1.86183 -2.62519  -0.21
31 C -3.33951 2.41652 -2.91260  -0.20
32 C -4.44926 1.59675 -3.06569  -0.17
33 C -4.32587 0.22336 -2.90468  -0.21
34 C -3.09439 -0.33361 -2.59559  -0.23
35 C 1.06399 1.32332 -2.63565  -0.43
36 C 1.39964 1.48808 -3.97808  -0.22
37 C 2.20016 2.55347 -4.37014  -0.20
38 C 2.65944 3.45765 -3.42530  -0.19
39 C 2.32431 3.29808 -2.08662  -0.19
40 C 1.53059 2.23296 -1.69200  -0.23
41 H 1.46159 -5.34354 -4.20435  0.23
42 H 3.16438 -3.65496 -3.60163  0.23
43 H 2.48420 -1.46830 -2.71523  0.25
44 H -1.64159 -2.63918 -3.11157  0.21
45 H -0.94228 -4.82092 -3.95978  0.23
46 H -1.24405 2.51346 -2.52719  0.23
47 H -3.43637 3.48925 -3.01209  0.24
48 H -5.41431 2.02985 -3.29277  0.23
49 H -5.19222 -0.41783 -3.00204  0.24
50 H -3.04440 -1.39767 -2.41470  0.22
51 H 1.04920 0.78769 -4.72948  0.22
52 H 2.46529 2.67222 -5.41217  0.23
53 H 3.28238 4.28822 -3.72914  0.23
54 H 2.68425 4.00493 -1.35053  0.22
55 H 1.27558 2.11393 -0.64336  0.20

charge	+1
max |F|	0.62	eV/Å
relative energy (zero: lowest compared OMol25 entry of this formula, charge and spin)	0.1526	eV
E_LUMO (alpha / beta)	-0.208 / -0.208	Eh


Q: Which of these has the highest max |F|?
A: C25H21ClN2O2Pb


Q: Which value of max |F| does entry 2 give?
A: 0.62 eV/Å


Please write out number 1 again, unchanged.
# C25H21ClN2O2Pb

A molecular structure, C25H21ClN2O2Pb at a distorted geometry (wB97M-V/def2-TZVPD, OMol25).

Last column: natural (NBO) charge in e.
Positions of all 52 atoms, in Å:
1 C -2.25044 2.60570 0.95925  -0.34
2 C -2.53677 3.34275 -0.23564  -0.42
3 C -1.28758 3.63919 -0.89284  -0.42
4 H -3.54372 3.56888 -0.61840  0.21
5 C -0.23782 3.07761 -0.09301  -0.37
6 C -0.84349 2.46620 1.05016  -0.35
7 H -0.32507 1.98934 1.87886  0.21
8 H -2.96440 2.21256 1.70062  0.21
9 H -1.15847 4.09785 -1.88997  0.22
10 H 0.84145 3.08405 -0.32666  0.22
11 Pb -1.56975 0.83081 -1.57433  1.44
12 Cl -2.37127 -0.93687 0.40449  -0.79
13 C -2.49561 0.72632 -6.30218  -0.37
14 C -1.31478 1.51612 -6.50635  -0.37
15 C -1.69439 2.89973 -6.46837  -0.37
16 H -0.30605 1.13207 -6.68376  0.18
17 C -3.11018 2.96512 -6.24172  -0.37
18 C -3.60545 1.62207 -6.13917  -0.37
19 H -4.64951 1.33303 -5.98741  0.17
20 H -2.54539 -0.36632 -6.29735  0.18
21 H -1.02690 3.75476 -6.61081  0.17
22 H -3.70936 3.87852 -6.18082  0.17
23 O 0.04724 -1.67500 -2.02384  -0.68
24 C 0.59434 -1.26381 -0.98093  0.78
25 N 1.41514 -1.95082 -0.12629  -0.65
26 C 1.42606 -1.31563 1.19645  -0.06
27 C 1.20813 0.12208 0.71830  0.71
28 O 1.66728 1.12835 1.27429  -0.62
29 N 0.52929 0.01305 -0.48377  -0.80
30 C 0.21351 -1.79558 2.05311  0.01
31 C -0.34712 -0.91162 2.98452  -0.20
32 C -1.43558 -1.32331 3.75352  -0.20
33 C -1.94421 -2.61400 3.61113  -0.22
34 C -1.36858 -3.49835 2.70407  -0.23
35 C -0.28085 -3.10236 1.92125  -0.15
36 C 2.74982 -1.44747 1.98673  -0.01
37 C 2.75705 -1.86049 3.31878  -0.21
38 C 3.94067 -1.91536 4.05062  -0.22
39 C 5.15267 -1.55696 3.45391  -0.23
40 C 5.15680 -1.13984 2.11981  -0.24
41 C 3.96236 -1.07568 1.38330  -0.12
42 H 1.57062 -2.93886 -0.28948  0.39
43 H 0.07235 0.10474 3.09328  0.24
44 H -1.87906 -0.61649 4.45167  0.21
45 H -2.80509 -2.93560 4.21687  0.20
46 H -1.74538 -4.51303 2.57519  0.20
47 H 0.17316 -3.78583 1.18661  0.20
48 H 1.80448 -2.13801 3.78801  0.23
49 H 3.88702 -2.24325 5.08163  0.20
50 H 6.07917 -1.60880 4.04346  0.20
51 H 6.10695 -0.85609 1.65302  0.20
52 H 3.99669 -0.72547 0.34019  0.22

charge	-2
max |F|	2.05	eV/Å
relative energy (zero: lowest compared OMol25 entry of this formula, charge and spin)	0.0000	eV
E_LUMO	0.153	Eh


What did the second record say?
# C25H21GeIrN3O2S2

A molecular structure, C25H21GeIrN3O2S2 (wB97M-V/def2-TZVPD, OMol25).

Last column: natural (NBO) charge in e.
Positions of all 55 atoms, in Å:
1 Ir -0.24255 -0.82787 0.50059  0.70
2 N 0.88538 -0.83675 2.23562  -0.71
3 C 2.17108 -0.08399 2.27783  -0.22
4 C 3.18145 -0.72520 1.35605  -0.54
5 C 2.83638 -0.59264 -0.11394  0.80
6 O 3.68921 -0.52576 -0.95463  -0.55
7 O 1.53984 -0.57051 -0.43452  -0.83
8 H 0.25880 -0.47009 2.95114  0.42
9 H 1.06437 -1.80916 2.48715  0.41
10 H 2.53303 -0.08360 3.30659  0.23
11 H 1.95791 0.94398 1.98696  0.22
12 H 3.27782 -1.79235 1.58397  0.24
13 H 4.16788 -0.28968 1.49856  0.27
14 S -2.34151 -1.51588 0.49834  0.17
15 C -2.90280 0.13118 0.65469  -0.25
16 S -1.45933 1.00904 1.02917  0.16
17 C -4.14215 0.60125 0.40008  -0.30
18 C -5.18076 -0.29944 -0.00254  0.26
19 N -5.97763 -1.05336 -0.34367  -0.23
20 C -4.41879 2.00317 0.46757  0.25
21 N -4.63614 3.13067 0.50618  -0.22
22 C 1.15430 -4.37846 -3.82331  -0.15
23 C 2.11250 -3.43165 -3.48203  -0.21
24 C 1.72835 -2.19732 -2.98642  -0.18
25 C 0.37077 -1.89860 -2.83509  -0.57
26 C -0.58807 -2.85232 -3.19443  -0.12
27 C -0.19531 -4.08916 -3.68247  -0.23
28 Ge -0.13146 -0.13722 -2.27280  1.72
29 C -1.96072 0.47598 -2.47711  -0.45
30 C -2.10281 1.86183 -2.62519  -0.21
31 C -3.33951 2.41652 -2.91260  -0.20
32 C -4.44926 1.59675 -3.06569  -0.17
33 C -4.32587 0.22336 -2.90468  -0.21
34 C -3.09439 -0.33361 -2.59559  -0.23
35 C 1.06399 1.32332 -2.63565  -0.43
36 C 1.39964 1.48808 -3.97808  -0.22
37 C 2.20016 2.55347 -4.37014  -0.20
38 C 2.65944 3.45765 -3.42530  -0.19
39 C 2.32431 3.29808 -2.08662  -0.19
40 C 1.53059 2.23296 -1.69200  -0.23
41 H 1.46159 -5.34354 -4.20435  0.23
42 H 3.16438 -3.65496 -3.60163  0.23
43 H 2.48420 -1.46830 -2.71523  0.25
44 H -1.64159 -2.63918 -3.11157  0.21
45 H -0.94228 -4.82092 -3.95978  0.23
46 H -1.24405 2.51346 -2.52719  0.23
47 H -3.43637 3.48925 -3.01209  0.24
48 H -5.41431 2.02985 -3.29277  0.23
49 H -5.19222 -0.41783 -3.00204  0.24
50 H -3.04440 -1.39767 -2.41470  0.22
51 H 1.04920 0.78769 -4.72948  0.22
52 H 2.46529 2.67222 -5.41217  0.23
53 H 3.28238 4.28822 -3.72914  0.23
54 H 2.68425 4.00493 -1.35053  0.22
55 H 1.27558 2.11393 -0.64336  0.20

charge	+1
max |F|	0.62	eV/Å
relative energy (zero: lowest compared OMol25 entry of this formula, charge and spin)	0.1526	eV
E_LUMO (alpha / beta)	-0.208 / -0.208	Eh